This record from the Open Molecules 2025 dataset describes 12 unconnected molecules or ions with the total composition C12H48N24O12 at a distorted geometry. The level of theory is ωB97M-V/def2-TZVPD.

Last column: Mulliken charge in e.
Atoms and positions in Å:
C1 2.513867 0.107541 -4.012592  0.693
O1 1.575461 -0.689207 -4.059982  -0.832
N1 2.337675 1.431119 -4.311919  -0.462
N2 3.754321 -0.241323 -3.585692  -0.356
H1 3.104221 2.071635 -4.351658  0.147
H2 1.378061 1.690167 -4.442552  0.227
H3 4.440175 0.483269 -3.477188  0.143
H4 4.084503 -1.151121 -3.329335  0.204
C2 5.867476 0.850721 1.318325  0.723
O2 5.394466 2.000096 1.347446  -0.710
N3 7.113103 0.582550 1.827507  -0.415
N4 5.257016 -0.191693 0.690021  -0.328
H5 7.695803 1.342341 2.125874  0.240
H6 7.588751 -0.288306 1.684330  0.162
H7 5.701798 -1.088358 0.645696  0.165
H8 4.261328 -0.107255 0.500289  0.191
C3 -1.827248 -2.213910 1.960571  0.494
O3 -1.549885 -2.626463 0.815160  -0.758
N5 -1.527203 -0.951391 2.409770  0.024
N6 -2.586675 -2.933840 2.840278  -0.447
H9 -0.898976 -0.337320 1.917994  -0.003
H10 -1.807174 -0.733040 3.353803  0.186
H11 -2.961103 -3.779729 2.447913  0.258
H12 -2.929975 -2.514264 3.680611  0.152
C4 1.635773 -3.914634 -0.449114  0.504
O4 2.490970 -4.434019 -1.174103  -0.756
N7 0.672011 -3.055009 -0.858668  0.300
N8 1.835977 -3.902755 0.925980  -0.367
H13 0.040061 -2.642923 -0.172570  0.012
H14 0.435336 -2.926271 -1.839172  0.105
H15 1.063564 -3.591316 1.491792  0.158
H16 2.412823 -4.639041 1.292079  0.238
C5 1.917849 -0.677475 5.128642  0.375
O5 3.047537 -0.877851 5.559933  -0.691
N9 0.948106 -0.144042 5.916533  -0.176
N10 1.458903 -0.914749 3.847077  -0.075
H17 1.043440 0.000378 6.900669  0.186
H18 0.080233 0.101205 5.478182  0.072
H19 2.125468 -1.234254 3.161501  0.205
H20 0.714099 -0.322330 3.533113  0.068
C6 -4.346023 2.906023 -4.623868  0.550
O6 -5.403316 2.868867 -3.995382  -0.645
N11 -4.171625 3.678026 -5.752612  -0.391
N12 -3.195805 2.263199 -4.215049  -0.269
H21 -4.924358 4.290182 -6.006857  0.234
H22 -3.338323 3.718455 -6.303120  0.152
H23 -2.405095 2.212622 -4.826223  0.218
H24 -3.263502 1.652234 -3.411006  0.230
C7 2.655174 2.845042 3.726445  0.602
O7 1.935026 3.044800 4.712945  -0.747
N13 2.613862 3.633320 2.584735  -0.373
N14 3.530043 1.813499 3.584939  -0.172
H25 2.044995 4.459406 2.620036  0.220
H26 3.431809 3.626697 1.993968  0.184
H27 3.930456 1.631583 2.683410  0.072
H28 3.521693 1.012840 4.202500  0.238
C8 0.753396 -3.984449 -4.828927  0.517
O8 0.483538 -3.336989 -5.815516  -0.604
N15 0.520382 -5.329896 -4.687020  -0.422
N16 1.269598 -3.400327 -3.667048  -0.230
H29 1.086699 -5.890211 -4.074118  0.172
H30 -0.006633 -5.879490 -5.338845  0.212
H31 1.908686 -4.038219 -3.204874  0.289
H32 1.535351 -2.423830 -3.802744  0.095
C9 -1.976309 2.073994 4.826823  0.649
O9 -1.944383 0.838697 4.918434  -0.742
N17 -0.902156 2.885204 4.577867  -0.208
N18 -3.143940 2.754443 5.124238  -0.491
H33 -1.086540 3.858315 4.723302  0.163
H34 0.015115 2.537472 4.326576  0.140
H35 -3.082250 3.699497 5.454449  0.181
H36 -3.901755 2.174097 5.436522  0.254
C10 -4.476324 2.092369 -0.897015  0.563
O10 -3.676331 1.379345 -1.510587  -0.412
N19 -4.049259 2.811623 0.206917  -0.373
N20 -5.837367 2.146114 -1.081552  -0.423
H37 -3.113170 2.826713 0.552900  0.180
H38 -4.785529 3.228140 0.742920  0.139
H39 -6.179033 1.367898 -1.623069  0.260
H40 -6.388618 2.444215 -0.300444  0.195
C11 -2.705676 -1.542758 -2.533219  0.153
O11 -2.732101 -1.344116 -3.751679  -0.713
N21 -3.247648 -0.646934 -1.631536  -0.213
N22 -2.074327 -2.622457 -1.980426  -0.130
H41 -3.777592 0.133416 -1.961654  0.174
H42 -2.862794 -0.683810 -0.702985  0.063
H43 -2.014853 -2.716032 -0.973459  0.324
H44 -1.834661 -3.394806 -2.572030  0.181
C12 0.198067 0.545052 -0.804033  0.387
O12 1.323199 0.324870 -0.340227  -0.747
N23 -0.261183 -0.023530 -1.944671  0.480
N24 -0.743065 1.281916 -0.121264  -0.104
H45 -1.199363 0.113695 -2.271725  0.089
H46 0.464288 -0.563518 -2.407003  -0.260
H47 -1.702780 1.308664 -0.429202  0.066
H48 -0.369625 1.801701 0.654519  0.187

Forces on atoms 1 to 6 (eV/Å):
C -0.5 -0.6 0.6
O 0.5 0.7 -0.2
N 0.1 -0.9 0.0
N 0.9 0.9 -0.2
H -0.2 0.3 0.0
H 0.1 0.3 -0.1

## Properties
Structure (SMILES) ... NC(N)=O.NC(N)=O.NC(N)=O.NC(N)=O.NC(N)=O.NC(N)=O.NC(N)=O.NC(N)=O.NC(N)=O.NC(N)=O.NC(N)=O.NC(N)=O
2S+1 ... 1
HOMO energy ... -8.5 eV
Energy ... -73567.0520 eV
Relative energy (zero: lowest compared OMol25 entry of this formula, charge and spin) ... 76.4 kcal/mol

***

This record from the Open Molecules 2025 dataset describes a molecular structure, C45H38BrCl2F4N6O3PSSeSr at a distorted geometry. The level of theory is ωB97M-V/def2-TZVPD.

Last column: Mulliken charge in e.
Atoms and positions in Å:
Sr1 0.939552 1.686948 -0.515353  2.787
Cl1 5.861592 4.427607 4.124087  -0.241
C1 4.456734 4.273004 3.113627  -0.067
C2 4.266475 3.085551 2.421118  -0.662
C3 3.163879 2.899571 1.597844  -0.562
N1 2.984963 1.754346 0.794515  -0.026
C4 3.665160 0.627970 0.984243  0.448
O1 4.452368 0.313324 1.887389  -0.825
C5 3.475257 -0.467071 -0.108143  0.159
C6 4.443866 -1.463046 -0.158758  -0.656
C7 4.326956 -2.476440 -1.090862  -0.628
C8 3.236642 -2.469828 -1.946853  -0.866
C9 2.325529 -1.438631 -1.829875  -0.540
N2 2.425870 -0.457609 -0.936256  0.476
C10 2.205612 3.958952 1.489490  -0.143
C11 2.426464 5.137629 2.187533  -0.515
C12 3.543232 5.298159 2.996452  0.028
Cl2 3.742932 6.800595 3.845826  -0.241
N3 1.141929 3.843801 0.566265  -0.213
C13 0.003928 4.512898 0.697770  0.203
O2 -0.421379 5.197156 1.635415  -0.744
C14 -0.905545 4.482700 -0.560868  0.440
C15 -1.814001 5.528631 -0.682553  -0.719
C16 -2.593032 5.623841 -1.821251  -0.508
C17 -2.455604 4.659536 -2.808355  -0.884
C18 -1.552093 3.634342 -2.594254  -0.405
N4 -0.800851 3.523549 -1.501339  0.492
H1 4.986917 2.292321 2.527317  0.675
H2 5.258336 -1.411926 0.548248  0.505
H3 5.069196 -3.261940 -1.149146  0.427
H4 3.077990 -3.238901 -2.689789  0.493
H5 1.461401 -1.402237 -2.483893  0.584
H6 1.708922 5.939653 2.120307  0.584
H7 -1.865255 6.242367 0.126349  0.524
H8 -3.287349 6.444778 -1.944266  0.452
H9 -3.027855 4.692069 -3.724421  0.460
H10 -1.426024 2.850668 -3.335094  0.349
F1 -1.732164 0.372882 -8.324301  -0.295
C19 -1.656553 0.149721 -7.021795  0.589
C20 -2.590074 -0.656026 -6.397396  0.337
F2 -3.563164 -1.217658 -7.100433  -0.296
C21 -2.479327 -0.880260 -5.032206  0.488
F3 -3.367572 -1.714240 -4.497794  -0.363
C22 -1.482181 -0.311295 -4.249344  -0.295
P1 -1.395682 -0.599970 -2.429900  1.101
C23 -1.121438 -2.396503 -2.372110  0.513
C24 -1.259957 -3.030411 -1.141442  -0.840
C25 -0.988937 -4.381817 -1.014331  -0.731
C26 -0.552759 -5.112860 -2.108711  -0.675
C27 -0.383789 -4.483262 -3.332534  -0.821
C28 -0.669634 -3.133540 -3.464822  -0.551
C29 -3.123742 -0.386266 -1.883510  0.061
C30 -3.520569 0.911895 -1.577326  -0.621
C31 -4.804649 1.172939 -1.121343  -0.316
C32 -5.693287 0.127128 -0.928085  -0.769
C33 -5.295135 -1.174919 -1.198668  -0.757
C34 -4.022087 -1.430629 -1.680046  -0.120
C35 -0.539477 0.481464 -4.913388  -0.327
Br1 0.946605 1.284412 -4.066003  -0.036
C36 -0.626302 0.710152 -6.276734  0.183
F4 0.263550 1.461047 -6.917581  -0.321
H11 -1.573222 -2.474374 -0.264577  0.840
H12 -1.089478 -4.848144 -0.044832  0.489
H13 -0.335466 -6.167786 -2.006729  0.403
H14 -0.036102 -5.043655 -4.190508  0.425
H15 -0.535926 -2.661387 -4.429787  0.386
H16 -2.823405 1.733683 -1.679389  0.406
H17 -5.097015 2.192062 -0.904000  0.487
H18 -6.693157 0.320860 -0.562426  0.405
H19 -5.983431 -1.994909 -1.043268  0.451
H20 -3.729446 -2.447115 -1.903589  0.470
C37 -2.320420 2.711837 2.943738  -1.167
C38 -2.871521 1.612400 2.059787  -0.316
S1 -1.803444 0.215625 1.670641  0.431
O3 -0.687766 0.811055 0.829827  -0.637
C39 -1.055305 -0.191475 3.267919  -0.842
C40 0.224481 0.559996 3.594274  -0.693
H21 -3.023440 3.544882 2.947446  0.453
H22 -1.375835 3.106403 2.573037  0.044
H23 -2.192828 2.378990 3.973047  0.294
H24 -3.116795 1.992602 1.066249  -0.082
H25 -3.789785 1.166700 2.453614  0.530
H26 -0.844402 -1.259068 3.204781  0.256
H27 -1.850221 -0.037984 4.003451  0.609
H28 0.910822 0.537995 2.746996  -0.050
H29 0.711553 0.047660 4.425659  0.319
H30 0.058461 1.596337 3.875328  0.330
C41 3.230274 -1.781351 3.968522  -0.188
N5 2.789399 -3.168374 3.989928  0.219
C42 3.172352 -4.128034 4.894505  -0.438
C43 2.538175 -5.274316 4.559771  -0.401
N6 1.775280 -4.999452 3.448244  0.231
C44 0.929195 -5.936161 2.743118  -0.843
C45 1.927836 -3.700549 3.097972  -0.452
Se1 1.105364 -2.849668 1.676624  -0.140
H31 4.030026 -1.666257 4.695449  0.297
H32 2.400396 -1.123009 4.220498  -0.213
H33 3.590522 -1.518439 2.978189  0.130
H34 3.861854 -3.910521 5.689131  0.440
H35 2.565175 -6.252460 5.002553  0.415
H36 1.113028 -6.930265 3.143699  0.313
H37 1.169082 -5.903964 1.681232  0.327
H38 -0.119261 -5.666692 2.871207  0.283

Forces on atoms 1 to 6 (eV/Å):
Sr -0.2 -0.4 -1.2
Cl 0.0 0.0 0.0
C 0.1 -0.1 0.0
C 0.1 0.1 0.2
C -0.3 0.0 -0.2
N -0.1 0.0 0.0

## Properties
2S+1 ... 1
HOMO energy ... -6.6 eV
Energy ... -254632.0543 eV
Relative energy (zero: lowest compared OMol25 entry of this formula, charge and spin) ... 3.5 kcal/mol